(1)
ORCA calculation (ωB97M-V with the def2-TZVPD basis set) on a molecular structure, C11H24IN3ORbV in a non-equilibrium geometry.

- electronic energy (eV) = -52743.6059
- charge = +2
- spin multiplicity = 1

Element x y z (Å)
N (-2.249698, 0.015633, -0.246583)
C (-3.432242, 0.237270, -0.047350)
O (-4.579942, 0.478608, 0.122537)
Rb (-0.388833, 0.458392, -2.608960)
V (-0.507960, -0.202297, 0.583773)
N (0.304674, 1.452147, 0.361028)
N (0.571546, -1.460936, -0.281376)
C (-0.227790, 2.744228, 0.889030)
C (0.231703, -2.782467, -0.882275)
C (-0.928317, 3.480178, -0.254117)
C (0.894649, 3.607707, 1.466809)
C (-1.240345, 2.488384, 2.002987)
C (1.266523, -3.127671, -1.958992)
C (0.248379, -3.889854, 0.180089)
C (-1.162911, -2.713491, -1.500772)
H (-0.245558, 3.687399, -1.092383)
H (-1.312558, 4.442846, 0.110105)
H (-1.785375, 2.901141, -0.634930)
H (1.450290, 3.060862, 2.239699)
H (0.456174, 4.500361, 1.932601)
H (1.604427, 3.955015, 0.704687)
H (-2.125714, 1.940116, 1.655320)
H (-1.585226, 3.465104, 2.373699)
H (-0.786617, 1.948200, 2.843704)
H (1.378694, -2.321285, -2.704674)
H (0.958189, -4.039271, -2.490150)
H (2.256717, -3.314307, -1.517872)
H (1.249093, -4.035767, 0.606582)
H (-0.038135, -4.837079, -0.298707)
H (-0.463085, -3.685773, 0.991298)
H (-1.928949, -2.406046, -0.775977)
H (-1.425040, -3.717675, -1.860544)
H (-1.223926, -2.065861, -2.393826)
C (1.870971, -1.428843, 0.414404)
H (1.870472, -0.649022, 1.193129)
H (2.099663, -2.378121, 0.923745)
H (2.708246, -1.226382, -0.281921)
C (1.500673, 1.596531, -0.505492)
H (2.386781, 1.875616, 0.088908)
H (1.785197, 0.647488, -1.000463)
H (1.369031, 2.370845, -1.292329)
I (-0.823869, -1.071922, 2.945560)

Forces on the atoms, in the same order (eV/Å):
1.9 -0.3 0.8
-3.1 0.8 0.6
3.2 -0.7 -0.5
-0.3 0.3 -1.0
0.3 0.0 -0.7
-0.2 -1.6 -0.4
-1.2 0.9 1.6
-0.4 0.4 0.3
-0.4 -0.4 -0.5
-0.2 0.0 -0.5
0.5 0.0 0.0
-0.1 0.0 0.2
0.4 0.2 -0.2
0.0 -0.1 0.2
-0.3 -0.2 -0.2
-0.2 0.1 0.3
0.1 -0.3 -0.1
0.2 0.2 0.2
-0.1 0.1 -0.1
0.1 -0.3 -0.1
-0.2 -0.1 0.2
0.1 0.1 0.1
0.0 -0.4 -0.1
-0.1 0.2 -0.2
-0.1 -0.2 0.2
0.1 0.3 0.2
-0.3 0.0 -0.2
-0.4 -0.1 -0.1
0.1 0.3 0.1
0.2 -0.1 -0.2
0.2 -0.1 -0.2
0.0 0.3 0.1
0.1 -0.2 0.4
0.6 0.1 0.1
0.1 -0.1 -0.2
-0.3 0.4 -0.2
-0.5 0.0 0.2
0.7 -0.2 0.1
-0.4 0.1 -0.2
-0.3 0.5 0.4
-0.1 -0.3 0.6
0.2 0.4 -0.9

(2)
ORCA calculation (ωB97M-V with the def2-TZVPD basis set) on a single C11H24NO3PS molecule in a non-equilibrium geometry.

- electronic energy (eV) = -39550.7700
- spin multiplicity = 1
- energy above the lowest of the compared OMol25 structures with the same formula, charge and spin (eV) = 0.911

Element x y z (Å)
C (-1.855608, 0.274505, -2.591143)
C (-0.801912, 1.087879, -1.769237)
C (0.426463, 0.245456, -1.278368)
C (1.669411, 1.196837, -1.415958)
C (2.880094, 0.996932, -0.486397)
O (2.443912, 1.369152, 0.852318)
S (2.366978, -0.130514, 1.634808)
O (1.750154, 0.232485, 2.942220)
O (1.374660, -1.069455, 0.723157)
C (0.206913, -0.524761, 0.062618)
C (-0.541741, -1.865864, -0.348000)
C (0.419044, -2.930701, -0.955418)
N (0.647762, -4.010174, 0.028226)
P (-1.099199, 0.269932, 1.207145)
C (-1.202248, -0.747573, 2.798052)
C (-0.570007, 2.036866, 1.646343)
C (-1.896509, 2.879437, 1.633797)
H (-1.328020, -0.486661, -3.192041)
H (-2.324301, 0.974068, -3.306501)
H (-2.658759, -0.152368, -1.972954)
H (-0.374325, 1.789024, -2.519027)
H (-1.245664, 1.737351, -1.001881)
H (0.557503, -0.521558, -2.070857)
H (1.299505, 2.229867, -1.255959)
H (1.985003, 1.174015, -2.478389)
H (3.347748, -0.002843, -0.499739)
H (3.666182, 1.715789, -0.783968)
H (-1.461059, -1.676270, -0.915797)
H (-0.868837, -2.300022, 0.618449)
H (1.403440, -2.527805, -1.253182)
H (-0.009427, -3.405323, -1.858617)
H (1.508515, -3.862349, 0.531442)
H (0.600531, -4.925986, -0.386435)
H (-2.220950, -1.136938, 2.924287)
H (-0.499684, -1.600497, 2.729499)
H (-0.853744, -0.123080, 3.634986)
H (0.037153, 2.411093, 0.809358)
H (-0.083060, 2.103350, 2.627915)
H (-1.678786, 3.907520, 1.976258)
H (-2.363238, 2.905852, 0.635347)
H (-2.653892, 2.463332, 2.323641)

Forces on the atoms, in the same order (eV/Å):
0.2 0.9 0.3
0.2 -0.4 -1.1
0.7 0.6 -0.2
-0.2 0.0 0.1
-0.2 1.4 -0.9
0.0 -2.6 -0.2
-0.4 1.2 3.0
0.7 -0.8 -2.5
0.8 1.7 -0.1
-2.3 -0.9 -0.2
0.6 0.1 1.1
-0.1 -0.6 0.0
-0.4 0.4 -0.1
-0.5 0.4 -0.2
1.1 0.2 -0.6
-1.4 -0.3 -0.3
0.3 -0.1 0.5
-0.4 0.1 0.3
0.0 -0.4 0.3
0.4 -0.1 -0.2
-0.1 -0.3 0.4
0.1 -0.5 -0.1
0.0 0.2 0.6
0.4 -0.4 0.1
0.0 -0.1 0.5
-0.3 0.3 -0.1
-0.3 -0.3 0.2
0.5 0.1 -0.1
0.0 0.0 -0.6
-0.6 0.3 0.0
0.0 0.4 0.4
0.1 -0.2 0.0
0.3 -0.1 0.0
0.3 0.3 0.0
-0.3 0.4 0.1
-0.3 -0.3 -0.2
0.3 -0.2 0.6
0.2 0.0 -0.5
-0.2 -0.3 -0.3
0.3 0.0 0.3
0.4 0.1 -0.2

(3)
ORCA calculation (ωB97M-V with the def2-TZVPD basis set) on 2 unconnected molecules or ions with the total composition C11H24O7PS2 in a non-equilibrium geometry.

- electronic energy (eV) = -57086.4016
- charge = -1
- spin multiplicity = 1

Element x y z (Å)
C (4.545962, -2.527945, 0.503459)
C (4.713362, -1.094670, 0.975641)
O (5.491644, -0.831969, 1.798330)
O (3.907735, -0.115760, 0.435688)
C (4.469766, 0.314507, -0.817600)
C (3.989743, 1.727581, -1.258528)
C (3.017904, 2.397490, -0.235670)
C (1.631724, 1.757514, -0.429075)
C (0.533169, 2.292616, 0.521341)
C (-0.858426, 2.154746, -0.154591)
C (-1.112908, 0.729337, -0.686524)
C (-2.560353, 0.550566, -1.243593)
S (-3.577914, -0.714890, -0.410230)
C (-3.209687, -2.370669, -1.085670)
P (-3.063952, -0.753345, 1.693601)
O (-3.582247, 0.511167, 2.229624)
H (4.562499, -2.638723, -0.588730)
H (3.581507, -2.926160, 0.855947)
H (5.318134, -3.165646, 0.941529)
H (4.179609, -0.432728, -1.579442)
H (5.572317, 0.297872, -0.815096)
H (3.430059, 1.588239, -2.194647)
H (4.872766, 2.343578, -1.463672)
H (3.426042, 2.284828, 0.774750)
H (3.000096, 3.459243, -0.523310)
H (1.693429, 0.668826, -0.310716)
H (1.320950, 1.978788, -1.464849)
H (0.535694, 1.694686, 1.448976)
H (0.704311, 3.329921, 0.841862)
H (-0.839529, 2.836490, -1.023410)
H (-1.657689, 2.471923, 0.528418)
H (-0.437528, 0.521420, -1.529192)
H (-0.846651, 0.006005, 0.095003)
H (-3.093098, 1.504632, -1.161053)
H (-2.503331, 0.265756, -2.300969)
H (-2.296404, -2.795254, -0.656949)
H (-4.062307, -3.012821, -0.805497)
H (-3.201647, -2.284648, -2.178757)
H (-3.765599, -1.820961, 2.311492)
H (-1.674826, -0.872669, 1.981640)
O (-7.696539, -2.404210, 0.815270)
S (-6.458139, -1.866982, 1.403586)
O (-6.232492, -0.468875, 0.939827)
O (-5.257353, -2.689827, 0.940856)
O (-6.509801, -1.898979, 2.880932)

Forces on the atoms, in the same order (eV/Å):
-0.6 -0.3 -0.2
-1.5 -1.2 -1.6
2.1 1.0 2.4
0.4 -0.1 -0.4
-0.1 -0.1 -1.1
-0.4 -0.5 0.6
0.5 -0.5 -1.1
-0.1 0.8 0.6
-0.4 -0.7 -0.1
0.6 0.1 -0.1
0.0 0.3 -0.4
1.4 -0.2 0.6
-1.6 -0.9 -0.3
0.1 -0.1 -0.2
-1.8 0.5 2.4
0.8 1.0 -0.3
-0.1 0.2 0.2
0.2 0.3 -0.2
0.0 0.4 -0.1
0.0 0.3 0.2
-0.3 0.0 0.5
0.3 0.3 0.1
-0.2 0.0 0.1
-0.3 0.1 -0.1
-0.2 -0.2 0.4
0.1 0.2 -0.2
0.1 -0.1 0.2
0.0 0.2 -0.2
0.0 -0.2 -0.3
-0.3 -0.1 0.3
0.1 -0.2 -0.2
0.0 0.1 0.3
-0.3 0.0 -0.2
-0.2 -0.4 0.1
-0.3 0.0 0.3
0.0 0.2 -0.4
0.0 0.6 0.4
0.4 0.1 0.2
0.4 -0.4 -1.0
0.1 -0.4 -0.9
0.4 -0.2 -0.1
-1.0 0.5 0.3
0.5 -0.1 -0.2
0.7 0.1 -0.4
0.5 -0.2 -0.2

(4)
ORCA calculation (ωB97M-V with the def2-TZVPD basis set) on a molecular structure, C11H25AlBrCl2F3MgN2NaO5S2Si in a non-equilibrium geometry.

- electronic energy (eV) = -174238.2504
- charge = +3
- spin multiplicity = 1

Element x y z (Å)
C (-5.013528, 2.007285, 4.099188)
C (-5.399956, 0.752041, 3.488374)
Si (-3.980150, -0.530171, 3.387831)
Cl (-3.784265, -1.104257, 1.327875)
H (-4.357514, 2.680973, 3.458632)
H (-5.303600, 2.258208, 5.162008)
H (-6.431855, 0.541101, 3.083490)
H (-4.238734, -1.673942, 4.269510)
H (-2.724624, 0.118612, 3.824085)
C (-0.533182, -2.252179, 1.141079)
C (0.646204, -1.714329, 0.469319)
N (1.578488, -1.300024, -0.058215)
H (-0.257447, -2.872024, 1.999441)
H (-1.183337, -1.458467, 1.508448)
H (-1.127333, -2.874695, 0.464452)
Mg (-5.500437, -2.623836, 2.140711)
C (4.313509, -4.983039, 1.058278)
F (5.290966, -4.753915, 1.978332)
F (4.172674, -3.842786, 0.367314)
F (4.806329, -5.881267, 0.200734)
S (2.726996, -5.543048, 1.840253)
O (2.331947, -4.460279, 2.733234)
O (3.057311, -6.774369, 2.538982)
O (1.797940, -5.739778, 0.733267)
C (3.142583, 1.463987, -1.107491)
C (2.671119, 2.298007, -2.297089)
C (3.789643, 2.642333, -3.297507)
O (4.659498, 3.673150, -2.859590)
C (5.687427, 3.249557, -1.972757)
N (2.007128, 3.515719, -1.794716)
H (3.691096, 2.054898, -0.371018)
H (2.286980, 1.025405, -0.588310)
H (3.785140, 0.645460, -1.434880)
H (1.927285, 1.699478, -2.833052)
H (3.319583, 3.021612, -4.209923)
H (4.356008, 1.750936, -3.587151)
H (6.041576, 2.241676, -2.204639)
H (5.339240, 3.300705, -0.938346)
H (6.523962, 3.941165, -2.071128)
H (1.606926, 4.020415, -2.587429)
H (2.741063, 4.144119, -1.456595)
C (-5.101573, 1.330082, -2.933699)
S (-5.086441, 1.408404, -1.132279)
O (-5.255483, 0.005731, -0.619712)
C (-6.677081, 2.240887, -0.967316)
H (-4.203888, 0.807091, -3.264135)
H (-5.983810, 0.787031, -3.274870)
H (-5.101067, 2.341657, -3.341740)
H (-7.460636, 1.640475, -1.431488)
H (-6.624944, 3.222455, -1.439932)
H (-6.893975, 2.362367, 0.094204)
Cl (7.312788, -4.570945, 1.386161)
Na (0.503113, 3.901840, -0.525356)
Br (9.175689, -3.319768, 0.443867)
Al (-3.065350, -4.821743, 1.401294)

Forces on the atoms, in the same order (eV/Å):
-0.3 -1.9 -0.8
1.1 0.8 -0.3
-0.4 4.1 0.0
0.0 -0.9 0.2
0.5 -1.2 1.8
-0.9 0.7 -1.8
0.5 -0.3 2.2
-0.4 -0.7 -0.3
0.0 -0.3 -0.2
-0.2 -0.2 0.4
0.1 -0.2 0.0
-0.3 -0.1 0.1
0.3 0.1 -0.1
0.3 0.1 -0.1
0.2 0.1 -0.3
-0.2 -0.2 -0.4
1.4 0.4 -1.3
-3.2 -0.7 1.0
-0.6 -0.3 0.6
-0.7 -0.1 0.6
-0.2 -0.4 0.6
0.1 -0.2 -0.5
-0.1 0.7 -0.4
0.3 0.2 0.3
-0.2 0.1 0.1
0.7 -0.6 0.1
0.0 0.4 -0.2
-0.4 -0.4 0.0
0.2 0.3 0.1
1.0 0.2 -1.2
0.1 0.0 -0.1
0.1 0.0 -0.1
-0.1 0.0 0.1
0.0 0.1 -0.1
0.1 0.1 0.0
-0.1 -0.1 0.2
-0.1 0.0 0.0
0.1 -0.2 0.0
-0.1 0.0 -0.1
0.3 0.0 -0.3
0.2 -0.1 -0.3
0.1 -0.2 0.0
-0.3 0.3 -0.5
-0.2 0.0 -0.1
0.0 -0.1 0.1
0.0 0.0 0.1
0.0 0.0 0.1
0.0 0.0 0.1
0.1 0.0 0.0
0.1 0.0 0.0
0.1 0.0 0.0
4.8 2.3 -2.0
-1.5 0.4 1.5
-2.2 -1.8 1.2
0.2 -0.3 0.0

(5)
ORCA calculation (ωB97M-V with the def2-TZVPD basis set) on a molecular structure, C11H25AuO5Si in a non-equilibrium geometry.

- electronic energy (eV) = -33600.1449
- charge = +2
- spin multiplicity = 1

Element x y z (Å)
Au (-0.211698, 0.338906, -0.881945)
C (-1.990713, -1.944840, 0.245838)
C (-0.625721, -2.443805, 0.675161)
O (0.261116, -1.326880, 0.813389)
C (1.652528, -1.650279, 0.784331)
C (2.431851, -0.392049, 0.462465)
O (2.087616, 0.164596, -0.828370)
C (2.594126, -0.568863, -1.971547)
C (1.507233, -0.609598, -3.017534)
O (0.322023, -1.072954, -2.317435)
C (-0.834115, -1.436552, -3.124608)
C (-1.793914, -2.124468, -2.182875)
O (-1.970883, -1.277470, -1.030622)
H (-2.368340, -1.202358, 0.948175)
H (-2.694229, -2.778593, 0.214320)
H (-0.201903, -3.153752, -0.041435)
H (-0.730256, -2.951552, 1.637000)
H (1.828058, -2.443765, 0.051528)
H (1.973900, -2.014928, 1.763289)
H (3.503096, -0.596721, 0.491158)
H (2.210313, 0.396635, 1.180137)
H (2.878711, -1.575689, -1.667654)
H (3.471171, -0.049680, -2.360736)
H (1.751800, -1.308157, -3.818643)
H (1.307414, 0.375894, -3.446368)
H (-0.515846, -2.106349, -3.924264)
H (-1.260137, -0.529352, -3.560294)
H (-1.410094, -3.098767, -1.879579)
H (-2.756831, -2.261057, -2.678689)
C (-2.181088, 2.110442, 2.714487)
Si (-0.703538, 2.556487, 1.694073)
C (0.855809, 2.217955, 2.664071)
C (-0.869139, 4.343353, 1.238039)
O (-0.887113, 1.673774, 0.199789)
H (-2.214003, 2.830574, 3.533021)
H (-2.099627, 1.106130, 3.131930)
H (-3.093543, 2.171444, 2.123181)
H (0.795420, 2.875007, 3.533759)
H (1.767119, 2.461141, 2.114911)
H (0.921867, 1.186473, 3.012025)
H (-0.902556, 4.883863, 2.185895)
H (-1.780179, 4.515591, 0.667758)
H (-0.025707, 4.710213, 0.652864)

Forces on the atoms, in the same order (eV/Å):
0.4 -0.9 -0.4
-0.1 -0.1 0.1
0.0 -0.1 0.0
-0.1 0.1 -0.1
0.0 0.0 0.0
0.1 0.0 0.1
-0.2 0.2 0.1
0.0 0.0 -0.1
0.1 0.0 -0.1
0.0 0.0 -0.1
-0.1 -0.1 -0.1
0.0 0.0 0.0
0.1 0.3 0.1
0.0 0.0 0.0
0.0 0.0 0.0
0.0 0.0 0.0
0.0 0.0 0.0
0.0 0.0 0.0
0.0 0.0 0.0
0.0 0.0 -0.1
0.0 0.0 0.0
0.0 0.0 0.0
0.0 0.0 0.1
0.0 0.0 0.0
0.0 0.0 0.0
0.0 0.0 0.0
0.0 0.0 0.0
0.0 0.0 0.0
0.0 0.0 0.1
0.3 -0.4 -0.2
-0.7 0.2 0.4
0.2 -0.3 -0.6
0.4 -0.2 -0.5
0.1 0.7 0.6
-0.2 0.0 0.1
-0.1 0.0 0.1
-0.1 0.1 0.1
0.0 0.0 0.0
0.0 0.1 0.1
-0.1 0.0 0.1
-0.1 0.1 0.0
-0.1 0.1 0.1
0.0 0.1 0.0

(6)
ORCA calculation (ωB97M-V with the def2-TZVPD basis set) on 3 unconnected molecules or ions with the total composition C11H25BBrO4PS in a non-equilibrium geometry.

- electronic energy (eV) = -110845.9395
- spin multiplicity = 1
- structure (SMILES) = OP(O)(=S)BCCCBr.C1CCOC1.C1CCOC1

Element x y z (Å)
O (3.694202, -2.314431, -0.243365)
P (4.431167, -1.030965, -0.832427)
O (4.894511, -1.536684, -2.276628)
S (5.955346, -0.475962, 0.220075)
B (3.297183, 0.507819, -1.005213)
C (1.753732, 0.570619, -0.824054)
C (1.124990, -0.499526, 0.085785)
C (0.609580, -1.672185, -0.677505)
Br (0.123249, -3.085093, 0.576739)
H (3.778218, -2.327370, 0.727562)
H (4.120475, -1.903008, -2.746510)
H (3.873225, 1.498773, -1.307359)
H (1.523899, 1.530484, -0.383955)
H (1.272333, 0.548822, -1.796221)
H (0.293726, -0.043476, 0.598989)
H (1.808525, -0.807086, 0.859456)
H (1.358447, -2.060042, -1.340874)
H (-0.282683, -1.433173, -1.227273)
C (0.787196, 5.672203, 2.286386)
C (1.775171, 5.761407, 1.126581)
C (2.034511, 4.291905, 0.831077)
O (0.830544, 3.587046, 1.164433)
C (-0.041986, 4.456973, 1.894813)
H (0.183763, 6.568111, 2.419988)
H (1.321627, 5.478480, 3.218660)
H (1.301539, 6.240761, 0.267279)
H (2.684389, 6.310453, 1.363519)
H (2.844959, 3.896545, 1.452305)
H (2.279799, 4.109407, -0.216067)
H (-0.876278, 4.737608, 1.243414)
H (-0.440612, 3.920832, 2.756050)
C (-3.666274, -3.715009, 0.045774)
C (-5.065228, -4.316873, 0.152977)
C (-5.740443, -3.747108, -1.088019)
O (-4.713254, -3.589537, -2.069551)
C (-3.430860, -3.746769, -1.457147)
H (-2.907060, -4.259940, 0.601741)
H (-3.675384, -2.683411, 0.404578)
H (-5.010048, -5.405548, 0.085763)
H (-5.586048, -4.059499, 1.073650)
H (-6.181003, -2.764868, -0.884690)
H (-6.518682, -4.398299, -1.486656)
H (-3.009490, -4.707400, -1.772217)
H (-2.769246, -2.950904, -1.801366)

Forces on the atoms, in the same order (eV/Å):
-0.5 -0.4 0.5
1.6 1.0 0.6
-0.9 -0.3 -0.5
-0.4 0.0 0.1
-0.4 0.0 -0.6
0.4 -0.5 1.0
-0.2 0.7 -0.1
0.1 -0.3 0.4
0.0 -0.1 -0.2
0.0 -0.2 -0.4
0.5 0.0 -0.1
0.2 -0.1 -0.1
-0.2 0.6 -0.1
-0.1 0.2 -0.5
-0.4 0.1 0.3
0.3 -0.2 0.2
0.3 -0.5 -0.3
-0.3 0.1 -0.2
0.1 -0.1 0.1
-0.1 0.0 -0.1
0.1 -0.1 0.1
0.1 0.1 0.0
-0.1 0.0 -0.1
0.0 0.0 0.0
0.0 0.0 0.0
0.0 0.0 0.0
0.0 0.0 0.0
0.1 0.0 0.0
0.0 -0.1 0.0
0.0 0.0 0.0
0.0 -0.1 0.0
-0.1 0.1 0.1
0.0 -0.1 -0.1
0.0 0.1 0.0
0.0 0.0 0.0
0.0 -0.1 0.0
0.0 0.0 0.0
0.0 0.0 0.0
0.0 0.0 0.0
0.0 0.0 0.0
0.0 0.0 0.0
0.0 0.0 -0.1
0.1 0.0 0.0
0.0 0.0 0.0